Model 1:
Here is a 2-piece molecular cluster, C11H10ClN3 overall from the Open Molecules 2025 dataset. Energies are from ωB97M-V/def2-TZVPD.

Kohn-Sham gap, eV: 6.42
Total charge: 0

Each line ends with the Mulliken charge.
Positions of all 25 atoms, in Å:
1 C 0.172 1.033 2.545  -0.2723
2 C 0.233 -1.216 1.643  -0.2902
3 C 1.138 0.626 3.448  -0.5246
4 C 1.145 -1.641 2.566  -0.9194
5 C -1.896 -0.057 -3.531  -0.8928
6 C -0.884 -1.017 -3.557  -0.0979
7 C -1.500 0.950 -2.578  -0.1898
8 C -0.255 0.145 1.584  0.5174
9 C 1.620 -0.648 3.417  0.7071
10 C -1.266 0.433 0.642  -0.0017
11 C 0.611 1.160 -1.318  -0.7805
12 N 0.194 -0.482 -2.857  -0.4208
13 N -2.197 0.818 0.131  -0.5220
14 N -0.224 0.573 -2.157  0.4235
15 Cl 2.869 -1.066 4.546  -0.2124
16 H -0.150 2.058 2.639  0.4388
17 H -0.124 -1.717 0.734  0.3833
18 H 1.452 1.325 4.317  0.2524
19 H 1.617 -2.578 2.493  0.4216
20 H -2.909 -0.281 -3.760  0.3140
21 H -0.752 -2.003 -4.093  0.3484
22 H -1.951 1.795 -2.147  0.5556
23 H 0.388 2.063 -0.789  0.4621
24 H 1.645 0.674 -1.187  0.1721
25 H 1.025 -0.949 -2.734  0.1280

Model 2:
Here is one molecule with the formula C11H10ClN3 from the Open Molecules 2025 dataset. Energies are from ωB97M-V/def2-TZVPD.

Kohn-Sham gap, eV: 9.28
SMILES: N#C[C@H]1C=CC(Cl)=C[C@@H]1Cn1cccn1
Total charge: 0

Each line ends with the Mulliken charge.
Positions of all 25 atoms, in Å:
1 C 1.557 1.126 -0.169  -0.8229
2 C -0.075 -0.288 -1.571  0.2177
3 C 0.612 2.029 0.109  -0.4608
4 C -0.938 0.891 -1.411  -1.0312
5 C -1.030 -0.851 2.849  -0.6385
6 C 0.339 -1.329 2.648  -0.3315
7 C -1.560 -0.835 1.570  -0.1490
8 C 1.406 0.082 -1.212  0.3597
9 C -0.607 1.956 -0.738  0.4778
10 C 2.157 0.710 -2.343  -0.1165
11 C -0.711 -1.472 -0.676  -1.3273
12 N 0.516 -1.604 1.346  -0.9755
13 N 2.589 1.327 -3.213  -0.4708
14 N -0.565 -1.198 0.718  1.0089
15 Cl -1.843 3.094 -0.318  -0.2226
16 H 2.394 1.049 0.518  0.4124
17 H -0.056 -0.739 -2.564  0.4724
18 H 0.778 2.949 0.680  0.4072
19 H -1.853 0.961 -1.882  0.5987
20 H -1.609 -0.729 3.804  0.3581
21 H 0.963 -1.810 3.332  0.4682
22 H -2.480 -0.438 1.197  0.4035
23 H -1.735 -1.647 -0.864  0.5804
24 H -0.271 -2.520 -0.996  0.3237
25 H 2.024 -0.714 -0.811  0.4580

The computed energies, referenced to the most stable structure and given in kcal/mol, are model 1 41.8; model 2 0.0.

Model 1:
Here is a 3-piece molecular cluster, C4H15N3O overall from the Open Molecules 2025 dataset. Energies are from ωB97M-V/def2-TZVPD.

Kohn-Sham gap, eV: 4.05
Total charge: 0

Each line ends with the Mulliken charge.
Positions of all 23 atoms, in Å:
1 C 0.037 0.667 -1.045  -0.6504
2 C -0.405 1.158 0.347  -0.5168
3 C 0.591 1.932 1.027  -0.9647
4 N 2.579 0.056 1.221  -0.8150
5 N -0.437 -0.641 -1.390  -0.4633
6 C 0.347 -1.641 -0.787  -0.4031
7 N 0.249 -1.726 0.665  -0.5240
8 H 1.142 0.714 -0.992  0.4691
9 H -0.380 1.414 -1.881  0.2584
10 H -0.749 0.314 0.920  0.5694
11 H -1.249 1.817 0.415  0.4881
12 H 0.202 2.170 2.015  0.4106
13 H 0.660 2.900 0.521  0.3920
14 H 3.331 0.419 0.753  0.2070
15 H 1.488 1.207 1.118  0.0939
16 H 2.890 0.299 2.175  0.2061
17 H -0.162 -2.690 -0.998  0.3452
18 H 1.361 -1.549 -1.134  0.3455
19 H 0.593 -2.585 1.061  0.2951
20 H 0.883 -1.037 1.136  0.1758
21 H -3.695 -0.555 -0.260  0.2898
22 H -2.190 -0.282 -1.034  0.4770
23 O -3.035 0.115 -0.568  -0.6854

Model 2:
Here is a 2-piece molecular cluster, C4H15N3O overall from the Open Molecules 2025 dataset. Energies are from ωB97M-V/def2-TZVPD.

Kohn-Sham gap, eV: 9.19
SMILES: NCCNCCN.O
Total charge: 0

Each line ends with the Mulliken charge.
Positions of all 23 atoms, in Å:
1 N -0.966 -1.740 -1.306  -0.4115
2 C -1.245 -0.379 -1.756  -0.8237
3 C -0.863 0.717 -0.756  -0.2708
4 N 0.466 1.247 -0.943  -0.3562
5 C 1.213 1.744 0.226  -0.7012
6 C 1.912 0.711 1.079  -0.6134
7 N 1.146 -0.200 1.911  -0.5147
8 H -1.468 -2.409 -1.862  0.1865
9 H -0.013 -1.962 -1.075  0.1791
10 H -2.324 -0.304 -1.864  0.3845
11 H -0.699 -0.132 -2.674  0.3583
12 H -1.619 1.497 -0.774  0.2775
13 H -1.054 0.320 0.223  0.2143
14 H 1.062 0.560 -1.390  0.2580
15 H 1.998 2.381 -0.209  0.3316
16 H 0.620 2.536 0.693  0.3632
17 H 2.621 0.156 0.476  0.3158
18 H 2.645 1.187 1.744  0.3986
19 H 0.286 -0.557 1.517  0.2360
20 H 0.846 0.280 2.753  0.2604
21 H -1.040 -2.487 1.589  0.3129
22 H -2.024 -1.524 0.800  0.3324
23 O -1.498 -1.642 1.598  -0.7177

The computed energies, referenced to the most stable structure and given in kcal/mol, are model 1 165.6; model 2 0.0.

Model 1:
Here is a 8-piece molecular cluster, CH20N2O7 overall from the Open Molecules 2025 dataset. Energies are from ωB97M-V/def2-TZVPD.

Kohn-Sham gap, eV: 9.95
SMILES: NCN.O.O.O.O.O.O.O
Total charge: 0

Each line ends with the Mulliken charge.
Positions of all 30 atoms, in Å:
1 N -1.798 1.483 2.056  -0.4109
2 C -0.359 1.236 2.220  -0.6308
3 N 0.234 0.485 1.136  -0.2583
4 H -2.398 0.735 2.377  0.1836
5 H -2.068 2.306 2.580  0.2215
6 H 0.043 2.253 2.201  0.2842
7 H -0.086 0.798 3.181  0.3742
8 H 0.136 -0.509 1.309  0.1926
9 H -0.182 0.784 0.257  0.2065
10 H -1.878 2.327 -0.911  0.2903
11 H -2.057 0.856 -0.607  0.3202
12 O -1.566 1.460 -1.195  -0.6715
13 H 3.045 2.286 0.599  0.2743
14 H 1.625 2.740 0.275  0.3030
15 O 2.529 2.775 -0.051  -0.6302
16 H -1.008 -2.433 -2.741  0.2994
17 H 0.115 -2.162 -1.799  0.3127
18 O -0.695 -2.685 -1.865  -0.6192
19 H 4.246 0.479 0.054  0.3215
20 H 2.821 0.345 0.626  0.3295
21 O 3.565 -0.169 0.292  -0.6381
22 H 1.482 -3.157 0.643  0.3205
23 H -0.004 -3.171 1.110  0.3143
24 O 0.912 -3.149 1.417  -0.6493
25 H -1.794 -1.482 0.143  0.2602
26 H -3.367 -1.492 -0.028  0.2664
27 O -2.579 -0.948 0.011  -0.5834
28 H -0.484 0.267 -2.514  0.3769
29 H -0.552 0.479 -4.015  0.2825
30 O -0.271 -0.167 -3.351  -0.6424

Model 2:
Here is a 8-piece molecular cluster, CH20N2O7 overall from the Open Molecules 2025 dataset. Energies are from ωB97M-V/def2-TZVPD.

Kohn-Sham gap, eV: 9.60
SMILES: NCN.O.O.O.O.O.O.O
Total charge: 0

Each line ends with the Mulliken charge.
Positions of all 30 atoms, in Å:
1 N -0.992 0.655 1.066  -0.3792
2 C -0.502 1.920 1.718  -0.5586
3 N 0.877 2.386 1.430  -0.4897
4 H -0.802 0.685 0.029  0.2615
5 H -0.727 -0.157 1.474  0.1667
6 H -1.174 2.756 1.140  0.2419
7 H -0.713 1.946 2.876  0.3279
8 H 1.624 2.285 2.085  0.2658
9 H 1.221 2.131 0.476  0.1835
10 H 2.876 -0.476 0.607  0.3807
11 H 4.080 0.233 0.115  0.2433
12 O 3.202 -0.023 -0.060  -0.5893
13 H 0.919 -1.345 1.269  0.3838
14 H 1.542 -0.089 2.037  0.3201
15 O 1.724 -1.088 1.971  -0.8127
16 H -3.031 -0.603 -0.183  0.3580
17 H -3.133 0.806 0.152  0.3581
18 O -3.503 0.216 -0.468  -0.7503
19 H -0.330 -1.949 -0.223  0.4453
20 H -1.057 -3.084 0.470  0.3310
21 O -0.813 -2.102 0.640  -0.7638
22 H 0.675 -1.222 -1.706  0.4615
23 H -0.562 -2.002 -2.404  0.4187
24 O 0.292 -2.144 -1.735  -0.8050
25 H -2.153 -0.216 -1.833  0.3504
26 H -2.044 -0.105 -3.300  0.2458
27 O -1.713 -0.557 -2.601  -0.5730
28 H 1.191 0.378 -2.441  0.2714
29 H 1.911 0.426 -1.064  0.3011
30 O 1.113 0.341 -1.536  -0.5949

The computed energies, referenced to the most stable structure and given in kcal/mol, are model 1 0.0; model 2 34.4.